No. 1
The following is a DFT calculation (the ωB97M-V functional and the def2-TZVPD basis) of a molecular structure, C8H34NO17STl2 at a distorted geometry.

Summary:
lowest unoccupied orbital energy (spin up / spin down): -10.517 / -11.773 eV
charge: +2
multiplicity: 2
calculated total energy: -2401.40621 Ha

Geometry as XYZ:
```
63
Properties=species:S:1:pos:R:3:lowdin_charge:R:1
Tl 18.89 22.11 -3.40 1.16
Tl 19.96 15.88 -3.99 1.12
S 17.19 19.02 -3.38 0.26
O 18.00 17.87 -3.82 -0.44
O 17.12 20.09 -4.38 -0.43
O 15.86 18.65 -2.93 -0.36
O 17.92 19.62 -2.30 -0.40
O 17.69 19.36 -6.88 0.12
C 18.58 20.27 -7.20 -0.74
O 18.69 21.23 -6.43 0.12
O 19.23 20.18 -8.24 0.32
H 17.45 19.73 -6.02 0.05
C 15.87 16.16 -7.65 -0.06
O 14.60 16.64 -7.18 -0.16
C 14.57 17.94 -6.57 -0.17
C 13.06 18.22 -6.44 -0.09
N 12.52 17.86 -5.12 0.15
C 11.11 18.11 -4.95 -0.12
C 10.61 17.66 -3.55 -0.18
O 10.65 16.23 -3.38 -0.20
C 9.77 15.69 -2.37 -0.07
H 16.60 16.05 -6.85 0.06
H 16.30 16.72 -8.49 0.10
H 15.73 15.18 -8.10 0.10
H 14.99 18.69 -7.24 0.13
H 14.98 18.13 -5.58 0.11
H 12.53 17.76 -7.28 0.17
H 12.94 19.30 -6.56 0.15
H 12.55 16.86 -4.99 0.17
H 10.47 17.70 -5.73 0.18
H 10.95 19.18 -5.02 0.15
H 9.58 18.00 -3.65 0.13
H 11.01 18.22 -2.70 0.13
H 9.74 14.60 -2.32 0.10
H 8.77 16.08 -2.53 0.10
H 10.03 15.98 -1.35 0.08
C 14.00 16.78 -0.64 0.05
O 15.29 16.55 -1.20 0.24
H 13.38 17.12 -1.46 0.12
H 13.64 15.87 -0.15 0.13
H 14.13 17.49 0.18 0.16
H 15.47 17.28 -1.80 0.07
O 15.08 19.83 -0.89 -0.03
H 15.77 19.94 -0.23 0.07
H 15.46 19.24 -1.54 -0.06
O 15.19 21.25 -5.79 -0.05
H 14.46 20.90 -5.27 -0.01
H 15.97 20.93 -5.34 -0.04
O 19.92 18.07 -1.61 -0.12
H 20.50 18.61 -1.07 0.05
H 19.23 18.66 -1.90 -0.06
O 16.84 15.57 -4.23 -0.10
H 16.10 15.19 -3.76 0.04
H 16.69 16.51 -4.21 -0.03
O 16.01 22.13 -2.57 -0.11
H 15.63 21.35 -2.17 -0.01
H 15.35 22.81 -2.43 0.07
O 18.94 17.02 -6.75 -0.11
H 18.37 17.78 -6.73 -0.02
H 18.80 16.64 -7.62 0.05
O 13.90 20.01 -3.71 -0.02
H 13.32 19.28 -3.96 0.00
H 14.63 19.58 -3.25 -0.04
```

No. 2
The following is a DFT calculation (the ωB97M-V functional and the def2-TZVPD basis) of a gas-phase ion, C5H4N (charge +1) at a distorted geometry.

Summary:
lowest unoccupied orbital energy (spin up / spin down): -7.363 / -7.358 eV
charge: +1
relative energy (zero: lowest compared OMol25 entry of this formula, charge and spin): 98.4 kcal/mol
calculated total energy: -247.10509 Ha

Geometry as XYZ:
```
10
Properties=species:S:1:pos:R:3:lowdin_charge:R:1
C -2.45 -0.51 -0.41 0.18
C 1.04 -0.12 0.42 -0.09
C 0.03 0.85 0.00 0.05
C -1.25 0.13 0.23 -0.39
C -0.23 -0.58 1.01 0.31
N -2.62 0.45 0.41 0.29
H -2.95 -1.21 -0.99 0.14
H 1.51 -0.85 -0.25 0.15
H 1.97 0.18 1.04 0.19
H -0.11 1.94 0.19 0.16
```

No. 3
The following is a DFT calculation (the ωB97M-V functional and the def2-TZVPD basis) of a molecular structure, C4H8BCsF4O2S at a distorted geometry.

Summary:
lowest unoccupied orbital energy: -0.494 eV
relative energy (zero: lowest compared OMol25 entry of this formula, charge and spin): 19.5 kcal/mol
calculated total energy: -1150.57788 Ha

Geometry as XYZ:
```
21
Properties=species:S:1:pos:R:3:lowdin_charge:R:1
Cs -0.77 -2.47 -1.87 1.24
B -0.67 -1.09 -4.95 -1.48
F -1.63 -1.93 -5.38 0.16
F -1.03 -0.38 -3.85 0.04
F 0.42 -1.87 -4.54 0.01
F -0.41 -0.23 -6.04 0.10
C 0.23 1.56 0.98 -0.22
C -0.72 1.29 2.16 -0.21
C -0.49 -0.04 2.81 -0.22
S 0.80 -0.81 1.81 0.73
O 0.17 -1.41 0.66 -0.52
O 1.85 -1.53 2.62 -0.35
C 1.52 0.76 1.19 -0.19
H 0.35 2.58 0.62 0.12
H -0.18 1.11 0.08 0.10
H -1.75 1.38 1.82 0.12
H -0.59 2.13 2.85 0.12
H -1.33 -0.73 2.88 0.11
H -0.03 0.05 3.79 0.11
H 2.13 0.51 0.32 0.11
H 2.13 1.11 2.02 0.11
```

No. 4
The following is a DFT calculation (the ωB97M-V functional and the def2-TZVPD basis) of a molecular structure, C38H38N5O3Sc.

Summary:
lowest unoccupied orbital energy (spin up / spin down): 0.211 / -0.043 eV
relative energy (zero: lowest compared OMol25 entry of this formula, charge and spin): 0.0 kcal/mol
calculated total energy: -2731.19796 Ha

Geometry as XYZ:
```
85
Properties=species:S:1:pos:R:3:lowdin_charge:R:1
Sc 0.53 -0.18 0.18 1.09
C 1.38 -0.10 -4.25 -0.08
C 1.08 -1.42 -4.65 -0.08
C 0.72 -2.34 -3.71 -0.03
C 0.66 -1.97 -2.34 -0.22
N 0.98 -0.68 -1.95 -0.02
C 1.30 0.21 -2.93 -0.18
C 0.35 -2.89 -1.30 -0.22
C -0.08 -4.22 -1.52 -0.02
C -0.33 -5.05 -0.47 -0.07
C -0.16 -4.57 0.85 -0.07
C 0.23 -3.26 1.00 -0.15
N 0.48 -2.41 -0.01 0.00
H 1.63 0.67 -4.96 0.10
H 1.12 -1.71 -5.70 0.10
H 0.49 -3.35 -4.00 0.10
H 1.49 1.22 -2.59 0.11
H -0.23 -4.57 -2.53 0.10
H -0.67 -6.06 -0.64 0.10
H -0.36 -5.18 1.71 0.10
H 0.30 -2.84 2.00 0.10
C -1.47 1.96 -4.60 -0.09
C -1.90 0.65 -4.81 -0.09
C -2.10 -0.19 -3.74 -0.04
C -1.90 0.22 -2.41 -0.13
C -1.44 1.54 -2.21 -0.19
C -1.23 2.38 -3.31 -0.04
C -2.18 -0.71 -1.32 -0.22
C -3.07 -1.78 -1.51 -0.03
C -3.39 -2.65 -0.49 -0.03
C -2.92 -2.36 0.83 -0.18
C -3.27 -3.13 1.94 -0.04
C -2.85 -2.78 3.22 -0.10
C -2.09 -1.63 3.39 -0.10
C -1.73 -0.86 2.30 -0.05
C -2.09 -1.23 1.00 -0.23
N -1.59 -0.51 -0.08 0.01
H -1.31 2.63 -5.44 0.10
H -2.07 0.28 -5.82 0.10
H -2.39 -1.22 -3.94 0.11
H -0.89 3.39 -3.12 0.12
H -3.53 -1.92 -2.47 0.10
H -4.06 -3.48 -0.66 0.11
H -3.90 -4.00 1.80 0.11
H -3.14 -3.38 4.07 0.10
H -1.80 -1.31 4.39 0.10
H -1.19 0.07 2.44 0.08
C 1.89 -1.03 4.05 0.01
C 2.37 -0.24 2.85 -0.48
C 3.86 0.05 2.91 0.01
O 2.06 -0.97 1.64 -0.10
C 1.56 1.07 2.76 -0.59
O 1.78 1.96 3.55 0.09
O 0.66 1.09 1.82 -0.15
H 2.44 -1.97 4.14 0.10
H 0.82 -1.25 3.96 0.08
H 2.05 -0.45 4.96 0.10
H 4.42 -0.88 3.01 0.09
H 4.08 0.69 3.76 0.10
H 4.19 0.56 2.00 0.08
H 2.28 -1.90 1.73 0.11
C 0.11 4.39 1.58 -0.05
C -1.24 3.78 1.18 -0.59
C -2.17 4.89 0.67 -0.05
C -1.88 3.09 2.39 -0.03
C -1.10 2.83 0.06 0.03
C -1.20 2.14 -0.92 0.02
H -0.07 5.19 2.31 0.09
H 0.61 4.83 0.72 0.09
H 0.74 3.65 2.06 0.05
H -2.33 5.62 1.47 0.08
H -3.14 4.48 0.38 0.09
H -1.74 5.41 -0.19 0.09
H -2.09 3.83 3.16 0.09
H -1.20 2.35 2.80 0.06
H -2.81 2.60 2.11 0.09
N 3.50 0.57 -0.95 0.01
C 4.58 1.37 -0.94 -0.08
C 4.23 2.51 -0.25 -0.04
C 2.89 2.31 0.11 -0.10
N 2.46 1.13 -0.32 -0.03
H 3.36 -0.31 -1.42 0.15
H 5.50 1.07 -1.41 0.12
H 4.85 3.36 -0.04 0.10
H 2.23 2.94 0.68 0.10
```

No. 5
The following is a DFT calculation (the ωB97M-V functional and the def2-TZVPD basis) of a molecular structure, CH3GaLiO at a distorted geometry.

Summary:
lowest unoccupied orbital energy (spin up / spin down): -11.105 / -13.656 eV
charge: +2
multiplicity: 2
calculated total energy: -2046.68295 Ha

Geometry as XYZ:
```
7
Properties=species:S:1:pos:R:3:lowdin_charge:R:1
O 0.54 -0.74 -0.26 -0.12
C 1.18 -1.44 0.48 -0.01
H 1.26 -1.22 1.56 0.12
H 1.67 -2.36 0.11 0.13
Li -0.58 0.80 -0.15 0.73
Ga -2.67 2.68 -1.15 1.36
H -1.40 2.29 -0.58 -0.20
```

No. 6
The following is a DFT calculation (the ωB97M-V functional and the def2-TZVPD basis) of a molecular structure, C30H37BCdN13S2 at a distorted geometry.

Summary:
lowest unoccupied orbital energy (spin up / spin down): 0.283 / -0.184 eV
multiplicity: 2
calculated total energy: -2865.35966 Ha

Geometry as XYZ:
```
84
Properties=species:S:1:pos:R:3:lowdin_charge:R:1
Cd 0.09 -0.22 -0.56 1.28
C 4.20 -0.07 0.32 -0.04
C 3.17 0.20 -0.55 -0.31
N 2.02 -0.22 0.00 -0.25
N 2.27 -0.75 1.19 0.05
C 3.60 -0.66 1.40 -0.06
B 1.06 -1.31 2.03 -0.57
N 0.06 -0.14 2.23 0.00
C -0.36 0.41 3.39 -0.07
C -1.25 1.42 3.10 -0.05
C -1.32 1.45 1.73 -0.13
N -0.52 0.49 1.22 -0.22
N 0.37 -2.40 1.16 -0.04
C 0.21 -3.71 1.45 -0.08
C -0.46 -4.30 0.40 -0.07
C -0.67 -3.29 -0.51 -0.21
N -0.16 -2.15 -0.02 -0.27
N 1.39 -1.93 3.44 -0.01
C 2.53 -2.11 4.15 -0.09
C 2.22 -2.72 5.35 -0.09
C 0.86 -2.90 5.33 -0.15
N 0.38 -2.41 4.17 0.04
H 5.25 0.14 0.18 0.10
H 3.26 0.67 -1.52 0.03
H 4.17 -0.98 2.24 0.09
H -0.05 0.11 4.39 0.11
H -1.76 2.06 3.80 0.10
H -1.93 2.12 1.13 0.13
H 0.54 -4.22 2.34 0.12
H -0.74 -5.34 0.30 0.10
H -1.17 -3.38 -1.47 0.11
H 3.52 -1.85 3.90 0.09
H 2.91 -3.00 6.14 0.10
H 0.26 -3.34 6.10 0.10
N -4.05 -0.04 -0.69 0.13
C -4.72 -0.87 0.24 -0.23
C -6.13 -0.87 0.27 -0.03
C -6.82 -1.67 1.18 -0.10
C -6.12 -2.48 2.07 -0.10
C -4.72 -2.49 2.05 -0.11
C -4.02 -1.69 1.14 -0.40
S -2.23 -1.77 1.20 1.18
N -1.89 -0.52 -0.20 -0.20
C -2.64 0.06 -0.83 -0.39
C -2.02 0.97 -1.86 -0.29
C -2.79 1.83 -2.80 -0.01
C -2.14 2.60 -3.68 -0.07
C -0.66 2.61 -3.71 -0.07
C 0.00 1.82 -2.84 -0.16
N -0.87 0.97 -1.87 -0.09
H -4.64 0.53 -1.32 0.13
H -6.69 -0.25 -0.42 0.11
H -7.90 -1.67 1.19 0.10
H -6.66 -3.10 2.77 0.10
H -4.19 -3.12 2.75 0.10
H -3.87 1.84 -2.80 0.09
H -2.69 3.23 -4.37 0.10
H -0.13 3.23 -4.42 0.10
H 1.10 1.81 -2.85 0.02
C 4.32 0.97 -5.25 -0.08
N 3.30 0.89 -4.24 -0.05
C 3.04 -0.13 -3.40 -0.76
N 3.81 -1.23 -3.49 0.12
S 1.81 -0.04 -2.29 0.85
H 4.26 1.94 -5.75 0.09
H 4.17 0.16 -5.98 0.09
H 5.30 0.85 -4.78 0.09
H 2.69 1.69 -4.13 0.12
H 4.56 -1.33 -4.16 0.09
H 3.62 -2.01 -2.87 0.11
C 1.53 3.61 1.26 -0.09
C 1.29 3.18 -0.19 -0.49
C 0.47 4.22 -0.94 -0.09
C 0.62 1.85 -0.23 -0.22
H 2.05 4.57 1.29 0.07
H 2.14 2.88 1.80 0.07
H 0.58 3.72 1.80 0.07
H 2.27 3.08 -0.68 0.10
H -0.51 4.36 -0.48 0.08
H 0.33 3.93 -1.98 0.04
H 0.99 5.19 -0.93 0.07
H 0.94 1.00 0.40 0.00
H 0.19 1.44 -1.17 -0.11
H -0.20 -1.43 -1.80 0.08
```

No. 7
The following is a DFT calculation (the ωB97M-V functional and the def2-TZVPD basis) of a molecular structure, C9H31BN7O5Pd at a distorted geometry.

Summary:
lowest unoccupied orbital energy (spin up / spin down): -3.551 / -6.320 eV
charge: +1
multiplicity: 3
calculated total energy: -1273.46910 Ha

Geometry as XYZ:
```
54
Properties=species:S:1:pos:R:3:lowdin_charge:R:1
Pd 0.99 -1.30 -1.22 1.08
B 0.76 -0.18 0.81 -0.43
H 1.76 -0.08 0.21 -0.01
H -0.13 0.43 0.35 0.00
H 0.44 -1.30 0.87 -0.02
H 1.03 0.13 1.91 0.01
C 0.73 -3.92 0.61 -0.04
O 0.22 -3.26 -0.58 -0.33
C -1.17 -3.42 -0.81 -0.17
C -1.56 -2.43 -1.92 -0.18
N -1.22 -1.04 -1.62 -0.07
C -1.70 -0.20 -2.74 -0.16
C -1.72 1.26 -2.36 -0.22
O -2.47 1.35 -1.17 -0.20
C -2.49 2.64 -0.60 -0.07
H 0.76 -5.00 0.45 0.11
H 0.14 -3.65 1.48 0.09
H 1.75 -3.54 0.71 0.10
H -1.69 -3.10 0.10 0.14
H -1.45 -4.41 -1.18 0.14
H -2.64 -2.66 -1.97 0.14
H -1.14 -2.72 -2.89 0.13
H -1.71 -0.70 -0.79 0.13
H -2.67 -0.53 -3.12 0.14
H -0.98 -0.34 -3.55 0.13
H -2.25 1.78 -3.17 0.14
H -0.73 1.72 -2.26 0.11
H -3.02 2.55 0.35 0.10
H -3.07 3.33 -1.22 0.10
H -1.48 3.01 -0.43 0.07
C 1.46 3.44 2.06 -0.68
O 1.72 4.62 2.16 0.03
N 1.49 2.58 3.12 0.17
N 0.84 2.95 0.93 0.14
H 1.68 2.96 4.02 0.11
H 1.26 1.61 3.01 0.05
H 0.59 1.98 0.81 0.00
H 0.61 3.64 0.24 0.10
C 2.52 1.10 -2.55 -0.61
O 1.44 0.51 -2.33 -0.10
N 3.09 1.16 -3.77 0.19
N 3.16 1.80 -1.60 0.21
H 4.00 1.59 -3.85 0.12
H 2.82 0.53 -4.51 0.12
H 4.00 2.34 -1.75 0.13
H 2.80 1.76 -0.66 0.10
C -1.00 -1.36 4.27 -0.68
O -1.35 -1.79 5.35 0.05
N 0.14 -1.75 3.61 0.15
N -1.71 -0.40 3.60 0.16
H 0.73 -2.40 4.09 0.11
H 0.33 -1.33 2.71 0.00
H -2.52 -0.02 4.05 0.11
H -1.38 0.06 2.77 0.07
```

No. 8
The following is a DFT calculation (the ωB97M-V functional and the def2-TZVPD basis) of a molecular structure, C10H6F6MnN2O5S at a distorted geometry.

Summary:
lowest unoccupied orbital energy (spin up / spin down): -0.687 / -1.069 eV
multiplicity: 6
relative energy (zero: lowest compared OMol25 entry of this formula, charge and spin): 19.0 kcal/mol
calculated total energy: -3018.80556 Ha

Geometry as XYZ:
```
31
Properties=species:S:1:pos:R:3:lowdin_charge:R:1
Mn -0.23 1.44 0.53 1.11
O 1.91 -0.73 -4.95 0.13
C 0.58 -0.71 -4.81 -0.49
O -0.12 -1.08 -5.72 0.12
C -0.01 -0.18 -3.56 -0.06
C -1.38 -0.04 -3.46 0.00
N -1.65 0.55 -2.31 0.01
N -0.52 0.80 -1.59 0.00
C 0.51 0.34 -2.33 -0.20
C 2.27 1.08 -0.66 -0.62
O 3.60 0.72 -0.63 -0.30
O 1.76 1.83 0.21 -0.07
H 2.37 -0.33 -4.21 0.04
H -2.13 -0.32 -4.18 0.15
H -2.55 0.78 -1.93 0.16
C -0.78 -1.78 3.30 0.03
C -0.61 -0.41 2.67 -0.51
O -0.37 -0.44 1.33 -0.19
C -1.91 0.41 2.91 -0.52
F -1.84 1.62 2.19 0.05
F -2.16 0.75 4.17 0.19
F -2.98 -0.21 2.41 0.17
C 0.56 0.33 3.38 -0.55
F 0.64 1.63 2.95 0.10
F 1.72 -0.24 3.07 0.18
F 0.47 0.38 4.72 0.17
H -1.61 -2.29 2.82 0.10
H -0.96 -1.71 4.38 0.10
H 0.13 -2.35 3.12 0.10
S 3.45 -0.24 -2.02 1.00
C 1.82 0.45 -1.80 -0.38
```